C15H31CdClP2 as an isolated structure at a distorted geometry. Source: OMol25; level of theory: ωB97M-V with the def2-TZVPD basis set.

The geometry in XYZ format:
```
50
C15H31CdClP2, DFT ωB97M-V with the def2-TZVPD basis set
H -1.21939 -2.33254 3.28004
C -0.81335 -1.55661 2.61025
H 1.20022 -2.15229 2.93100
H 0.23594 -1.05474 -4.81510
H -1.53540 3.17676 -3.60257
C -1.58442 2.62119 -2.65859
H -1.32124 2.16290 3.17680
H 2.11541 -1.13869 1.05996
H -2.75878 -0.72206 2.52744
H -2.42868 1.24871 1.37190
H -0.23331 1.54816 -4.71157
Cl 0.45016 1.91884 6.21624
H -1.99453 -2.48327 -2.51108
H -0.75476 -3.58873 -1.85243
C 0.51252 -1.47605 2.37941
C -0.21487 -0.50262 -3.98222
C -0.71408 1.48823 2.55760
C 0.27932 0.94428 -3.95389
H 0.95779 3.72099 -3.46323
H -2.18800 -1.25351 0.96620
C 0.07141 -1.65585 5.78359
H -1.79474 3.31377 -1.82890
C -1.85424 -0.75086 1.88737
H 0.80736 -1.33146 6.52795
C 0.65421 1.56386 2.65020
H 1.62374 -2.74106 -3.91763
H -0.93144 -1.68922 6.22061
C -0.96533 -2.84867 -2.63918
H 0.34808 -2.57919 5.29027
H -2.39080 1.87591 -2.70149
C 1.18570 -0.62017 1.34973
C 1.60118 0.82150 1.75794
H -0.85032 -3.30983 -3.62846
P 0.17959 -1.42768 -2.41302
H -1.30563 -0.54348 -4.09955
H 1.84029 1.37907 0.84014
Cd 0.00200 0.09629 4.56249
H 2.17702 2.82032 -2.49303
H 0.57682 -0.55443 0.42772
H 2.54148 -1.49664 -2.99802
C -1.47671 0.71050 1.52634
H -0.96759 0.71192 0.54861
C 1.74211 -2.24888 -2.94528
C 1.14349 3.19459 -2.51823
H 1.11022 2.33019 3.28477
H 0.99766 3.88138 -1.67086
H 2.56252 0.76258 2.30512
H 2.01498 -2.99289 -2.18095
P 0.00856 1.76378 -2.30164
H 1.35781 0.99570 -4.15275
```

- total energy (hartree) = -1900.7028
- HOMO-LUMO gap (hartree) = 0.28045
- ΔE to the lowest compared entry with this formula, charge and spin (eV) = 0.591
- E_LUMO (eV) = 0.0

Results of the Mulliken charge analysis, in e, for atoms 1 through 8: number 1, H, carries 0.48; number 2, C, carries -0.49; number 3, H, carries 0.33; number 4, H, carries 0.47; number 5, H, carries 0.41; number 6, C, carries -1.38; number 7, H, carries 0.58; number 8, H, carries 0.57